Entry from the OMol25 dataset: a cluster of 6 separate species, C18H41BrN9O5 in total (ωB97M-V/def2-TZVPD).

Last column: Löwdin charge in e.
Atoms and positions in Å:
C: -2.157 2.646 -0.800  -0.01
C: -3.622 3.179 -1.092  -0.20
N: -4.664 2.224 -0.854  0.16
C: -5.818 3.017 -1.251  -0.38
N: -7.023 2.433 -1.185  -0.38
Br: -8.504 3.428 -1.719  0.80
N: -5.420 4.312 -1.649  0.08
N: -4.062 4.446 -1.570  0.09
H: -1.813 2.978 0.232  0.09
H: -2.162 1.506 -0.856  0.10
H: -1.482 3.118 -1.591  0.08
H: -7.041 1.449 -0.880  0.13
H: -6.043 5.064 -1.966  0.15
H: -3.460 5.247 -1.810  0.18
C: -0.613 1.536 3.273  -0.32
O: -0.218 1.455 2.123  -0.01
N: -1.820 1.097 3.722  -0.20
C: -2.219 1.230 5.109  -0.05
C: -2.734 0.477 2.784  -0.04
H: 0.003 1.990 4.065  0.14
H: -2.414 0.237 5.520  0.09
H: -3.129 1.832 5.162  0.09
H: -1.437 1.712 5.696  0.09
H: -2.255 -0.400 2.343  0.10
H: -2.967 1.187 1.985  0.07
H: -3.653 0.179 3.287  0.09
C: -2.669 4.473 -4.529  -0.33
O: -2.087 4.603 -3.461  -0.03
N: -2.241 4.964 -5.717  -0.19
C: -2.988 4.768 -6.945  -0.05
C: -0.996 5.709 -5.763  -0.03
H: -3.623 3.925 -4.606  0.13
H: -2.363 4.229 -7.660  0.10
H: -3.258 5.743 -7.358  0.10
H: -3.898 4.194 -6.762  0.09
H: -0.183 5.072 -5.407  0.10
H: -1.073 6.578 -5.105  0.10
H: -0.785 6.037 -6.780  0.09
C: 3.725 -0.009 -1.336  -0.35
O: 4.566 -0.646 -0.733  0.01
N: 2.624 0.565 -0.777  -0.20
C: 1.664 1.310 -1.560  -0.07
C: 2.405 0.426 0.652  -0.04
H: 3.794 0.157 -2.424  0.13
H: 1.612 2.334 -1.178  0.09
H: 0.684 0.835 -1.466  0.08
H: 1.951 1.335 -2.612  0.08
H: 3.256 0.855 1.187  0.10
H: 2.333 -0.634 0.900  0.08
H: 1.489 0.936 0.951  0.05
C: 2.038 -2.780 4.199  -0.35
O: 1.470 -1.735 3.926  -0.01
N: 3.302 -3.109 3.820  -0.20
C: 3.910 -4.375 4.185  -0.05
C: 4.066 -2.166 3.027  -0.03
H: 1.549 -3.566 4.797  0.13
H: 4.813 -4.180 4.769  0.09
H: 4.174 -4.918 3.274  0.06
H: 3.225 -4.982 4.778  0.09
H: 4.166 -1.230 3.583  0.10
H: 3.530 -1.965 2.097  0.07
H: 5.054 -2.566 2.801  0.10
C: 4.549 -7.474 1.460  -0.33
O: 5.124 -6.552 2.006  0.00
N: 3.564 -7.345 0.530  -0.20
C: 2.924 -8.493 -0.078  -0.06
C: 3.141 -6.014 0.136  -0.04
H: 4.794 -8.524 1.687  0.13
H: 3.079 -8.457 -1.160  0.09
H: 1.853 -8.462 0.138  0.09
H: 3.340 -9.423 0.311  0.08
H: 3.996 -5.472 -0.275  0.10
H: 2.778 -5.477 1.016  0.09
H: 2.350 -6.070 -0.611  0.09

Computed properties:
* highest occupied orbital energy: -9.98 eV
* LUMO: -3.702 eV
* total charge: +1
* largest force on an atom: 0.1300 hartree/bohr

***

Entry from the OMol25 dataset: a structure of composition C18H41LuN2OP3S (ωB97M-V/def2-TZVPD).

Last column: natural (NBO) charge in e.
Atoms and positions in Å:
Lu: -0.215 -0.162 1.167  1.56
P: 1.943 0.983 2.486  0.73
P: -1.080 2.124 0.006  0.69
P: 1.765 -0.532 -0.697  0.68
H: -1.989 -2.299 0.827  0.28
C: -0.906 -2.451 0.719  -0.46
C: -0.079 -2.548 1.837  -0.47
H: -0.526 -2.678 2.830  0.27
C: 1.731 1.521 4.213  -0.93
C: 2.607 2.526 1.767  -0.92
C: 3.448 -0.043 2.645  -0.92
C: -2.511 1.747 -1.062  -0.91
C: -1.910 3.326 1.093  -0.90
C: -0.106 3.164 -1.144  -0.91
C: 2.658 -2.129 -0.660  -0.91
C: 3.039 0.633 -1.298  -0.91
C: 0.880 -0.773 -2.269  -0.93
H: -0.608 -2.833 -0.261  0.29
H: 0.921 -2.993 1.756  0.28
H: 1.517 0.656 4.850  0.25
H: 0.901 2.229 4.320  0.25
H: 2.653 2.010 4.549  0.27
H: 1.804 3.269 1.699  0.25
H: 3.022 2.372 0.766  0.26
H: 3.394 2.910 2.428  0.28
H: 3.219 -0.931 3.248  0.25
H: 4.232 0.538 3.148  0.28
H: 3.821 -0.379 1.671  0.25
H: -2.885 2.616 -1.620  0.28
H: -3.329 1.276 -0.510  0.26
H: -2.097 1.007 -1.748  0.22
H: -2.439 4.067 0.477  0.28
H: -1.164 3.804 1.736  0.25
H: -2.606 2.780 1.741  0.26
H: -0.690 4.038 -1.477  0.28
H: 0.212 2.586 -2.024  0.26
H: 0.811 3.506 -0.647  0.25
H: 3.054 -2.341 -1.664  0.28
H: 1.977 -2.934 -0.358  0.23
H: 3.482 -2.077 0.060  0.25
H: 3.468 0.238 -2.231  0.28
H: 3.836 0.749 -0.554  0.25
H: 2.597 1.619 -1.499  0.25
H: 1.556 -1.169 -3.036  0.27
H: 0.431 0.158 -2.633  0.27
H: 0.064 -1.484 -2.110  0.25
C: -2.009 -1.341 -4.164  0.35
C: -3.188 -1.124 -4.902  -0.31
C: -3.601 -2.121 -5.798  -0.16
C: -2.858 -3.315 -5.925  -0.21
C: -1.660 -3.485 -5.221  -0.17
C: -1.215 -2.463 -4.382  -0.32
O: -1.636 -0.468 -3.153  -0.76
H: -2.421 0.024 -2.846  0.47
H: -3.739 -0.200 -4.721  0.22
H: -4.494 -1.948 -6.415  0.24
H: -3.224 -4.115 -6.580  0.24
H: -1.080 -4.400 -5.335  0.24
H: -0.287 -2.540 -3.848  0.19
N: -1.665 0.718 5.746  -0.72
C: -1.256 0.025 4.674  0.38
N: -0.189 -0.780 4.893  -0.77
S: -1.950 0.246 3.130  -0.24
H: -1.160 0.706 6.634  0.44
H: -2.431 1.368 5.617  0.45
H: 0.076 -1.486 4.214  0.41
H: 0.082 -0.998 5.845  0.43

Computed properties:
* highest occupied orbital energy: -14.81 eV
* LUMO: -11.313 eV
* relative energy (zero: lowest compared OMol25 entry of this formula, charge and spin): 26.39 kJ/mol
* total charge: +3
* largest force on an atom: 0.0733 hartree/bohr

***

> The lowest highest occupied orbital energy belongs to which entry?

C18H41LuN2OP3S